Record 1
{
  "formula": "C30H32BN2O6S2Tc",
  "method": "ωB97M-V/def2-TZVPD",
  "relative_energy_kj_mol": 59.3,
  "homo_energy_ev": [-10.81, -10.80],
  "spin_multiplicity": 4,
  "lumo_ev": [-4.22, -5.18],
  "homo_lumo_gap_ev": [6.594, 5.613],
  "charge": 1,
  "molar_mass_da": 689.54,
  "symbols": ["Tc", "O", "C", "C", "C", "C", "C", "C", "C", "O", "N", "N", "C", "S", "C", "C", "S", "H", "H", "H", "H", "H", "H", "H", "H", "H", "C", "C", "C", "C", "C", "C", "C", "C", "C", "C", "O", "O", "H", "H", "H", "H", "H", "H", "H", "H", "H", "H", "H", "C", "C", "C", "C", "C", "C", "C", "C", "O", "B", "O", "C", "C", "H", "H", "H", "H", "H", "H", "H", "H", "H", "H", "H", "H"],
  "coordinates": [[0.59833, -0.84221, 0.75359], [-1.90727, -4.65281, 3.64309], [-1.49387, -3.80051, 4.57769], [-1.56957, -4.21711, 5.91019], [-1.20917, -3.37131, 6.93369], [-0.74587, -2.08401, 6.66299], [-0.59737, -1.68021, 5.35619], [-0.95887, -2.52091, 4.29519], [-0.70277, -2.10791, 2.92899], [0.06273, -1.11691, 2.63309], [-1.19717, -2.80401, 1.91859], [-0.76077, -2.34331, 0.73729], [-1.14317, -3.06261, -0.29811], [-2.09387, -4.48981, -0.04281], [-1.96217, -5.02831, -1.78571], [-1.98047, -3.77981, -2.62991], [-0.73357, -2.62661, -1.91411], [-1.83047, -4.24001, 2.75979], [-1.92167, -5.21871, 6.10109], [-1.28727, -3.70651, 7.95529], [-0.48967, -1.41791, 7.47289], [-0.20877, -0.70251, 5.12159], [-2.80347, -5.68351, -2.00061], [-1.02687, -5.57951, -1.89531], [-2.94477, -3.27321, -2.58871], [-1.71267, -3.96951, -3.66601], [8.27013, -0.07581, -0.98451], [6.81123, -0.37521, -0.91631], [5.86993, 0.63759, -1.05641], [4.50903, 0.39909, -0.98131], [3.58213, 1.56509, -1.12581], [4.06593, -0.92561, -0.74671], [5.01263, -1.97361, -0.62841], [4.63513, -3.40431, -0.43321], [6.35913, -1.67321, -0.71491], [2.65213, -1.20661, -0.54551], [2.19783, -2.31531, -0.17391], [1.74973, -0.27371, -0.66771], [8.44743, 0.98799, -0.85301], [8.66713, -0.37001, -1.95661], [8.81473, -0.63341, -0.22471], [6.22453, 1.64399, -1.22401], [4.13793, 2.46489, -1.38101], [3.04093, 1.74639, -0.19561], [2.83563, 1.38589, -1.89741], [3.92863, -3.52501, 0.38339], [5.52233, -3.99861, -0.22771], [4.15703, -3.79141, -1.33241], [7.07923, -2.47351, -0.61991], [-4.33497, 6.20819, -2.21331], [-4.40777, 4.67849, -2.24761], [-4.35087, 4.23729, -3.71931], [-5.75297, 4.25739, -1.63511], [-3.26717, 4.01429, -1.49261], [-2.27367, 4.76529, -0.85111], [-1.21087, 4.18869, -0.17551], [-1.15317, 2.81059, -0.14931], [-0.25827, 1.97319, 0.43899], [-0.70857, 0.69209, 0.19289], [-1.86347, 0.71859, -0.55491], [-2.14677, 2.03799, -0.77161], [-3.20027, 2.61899, -1.44331], [-5.16507, 6.61299, -2.78671], [-3.41287, 6.57129, -2.66011], [-4.41647, 6.58719, -1.19771], [-5.15027, 4.72099, -4.27621], [-4.46497, 3.16179, -3.82271], [-3.39947, 4.52729, -4.16011], [-6.56307, 4.73059, -2.18551], [-5.81127, 4.57729, -0.59711], [-5.89837, 3.18139, -1.67301], [-2.32377, 5.84109, -0.86721], [-0.46557, 4.79429, 0.31409], [-3.94977, 1.99729, -1.90191]],
  "forces_ev_per_a": [[-1.2, -1.7, 1.1], [-0.2, -0.3, -0.2], [0.2, 0.5, 0.3], [0.0, 0.0, -0.2], [0.0, 0.1, -0.2], [0.1, 0.1, -0.1], [-0.1, -0.1, 0.1], [0.0, -0.1, 0.1], [-1.1, -1.7, -0.9], [1.2, 1.5, -0.1], [-0.4, -0.2, 2.1], [0.6, 0.5, -1.5], [0.0, 0.0, 0.0], [0.1, 0.2, -0.3], [0.2, 0.1, 0.3], [0.1, 0.4, 0.0], [-0.2, -0.3, -0.1], [0.1, 0.0, 0.2], [-0.1, -0.1, 0.0], [0.0, -0.1, 0.1], [0.0, 0.0, 0.0], [0.1, 0.1, 0.0], [0.0, 0.0, 0.0], [-0.1, 0.0, 0.0], [0.0, -0.1, 0.0], [0.1, 0.0, 0.0], [0.1, 0.0, -0.1], [-0.3, 0.0, 0.0], [0.1, -0.1, 0.0], [0.0, -0.1, 0.0], [-0.1, 0.2, 0.0], [0.2, 0.2, -0.1], [0.0, 0.1, 0.0], [0.0, -0.3, 0.2], [0.0, 0.1, 0.0], [1.3, -1.3, -0.3], [-0.4, 0.2, 0.4], [-0.2, 1.6, -0.7], [0.1, 0.0, 0.0], [0.0, 0.0, 0.0], [0.1, 0.0, 0.0], [-0.1, 0.1, 0.0], [0.1, 0.0, 0.0], [0.0, 0.1, -0.1], [0.0, 0.1, 0.0], [0.1, -0.1, 0.0], [0.0, 0.0, -0.1], [-0.1, -0.1, 0.0], [0.0, -0.1, 0.0], [0.0, -0.3, 0.0], [-0.2, 0.0, -0.2], [0.0, 0.1, 0.2], [0.2, 0.1, -0.1], [0.3, 0.2, 0.2], [-0.3, -0.1, -0.2], [0.3, -0.5, 0.2], [-1.4, 0.3, -0.8], [0.9, -0.5, 0.7], [-0.5, 0.9, -0.5], [0.0, -1.1, 0.1], [0.5, 1.5, 0.3], [0.2, -0.3, 0.2], [-0.1, 0.1, -0.1], [0.1, 0.1, 0.0], [0.0, 0.1, 0.1], [-0.1, 0.0, -0.1], [0.0, -0.1, 0.0], [0.1, 0.0, -0.1], [-0.1, 0.0, 0.0], [0.0, 0.0, 0.1], [0.0, -0.1, 0.0], [0.0, 0.1, 0.0], [0.1, 0.1, 0.1], [-0.2, -0.1, -0.1]]
}

=====

Record 2
{
  "formula": "C48H53BrF3LaN6O3S4Si2",
  "method": "ωB97M-V/def2-TZVPD",
  "relative_energy_kj_mol": 0.0,
  "homo_energy_ev": -2.50,
  "spin_multiplicity": 1,
  "lumo_ev": 3.78,
  "homo_lumo_gap_ev": 6.281,
  "charge": -2,
  "molar_mass_da": 1222.24,
  "symbols": ["La", "O", "C", "O", "C", "C", "C", "C", "C", "N", "H", "H", "H", "H", "C", "Si", "C", "N", "C", "C", "C", "C", "C", "C", "C", "C", "C", "C", "C", "C", "C", "C", "C", "C", "C", "H", "H", "H", "H", "H", "H", "H", "H", "H", "H", "H", "H", "H", "H", "H", "H", "H", "H", "H", "H", "H", "H", "H", "H", "F", "C", "F", "F", "C", "C", "C", "C", "N", "C", "S", "H", "H", "H", "O", "H", "H", "Br", "C", "C", "C", "C", "C", "N", "H", "H", "H", "H", "S", "C", "S", "C", "N", "N", "C", "C", "C", "C", "C", "C", "S", "H", "H", "H", "H", "H", "C", "Si", "C", "C", "C", "H", "H", "H", "H", "H", "H", "H", "H", "H", "H", "H"],
  "coordinates": [[-0.34926, -0.52540, -0.15459], [-1.62395, 0.19759, -4.45956], [-0.86558, -0.13559, -3.54741], [-1.16020, -0.80682, -2.51315], [0.58699, 0.32595, -3.63183], [1.16645, 0.62165, -4.85939], [2.48036, 1.05705, -4.88446], [3.16278, 1.19606, -3.68588], [2.50069, 0.88019, -2.50935], [1.23993, 0.45469, -2.47934], [0.56784, 0.51816, -5.75229], [2.96469, 1.29560, -5.82351], [4.18553, 1.54746, -3.65124], [2.99197, 0.97699, -1.55030], [-1.57779, 1.34283, 1.35544], [-3.33807, 1.62777, 1.12447], [-4.18975, -0.06956, 0.99485], [-3.77666, -1.02364, -0.04545], [-4.46962, -2.28500, 0.22386], [-4.05863, -3.42121, -0.71897], [-3.50956, -2.87606, -2.03292], [-4.27935, -1.62819, -2.43255], [-4.16252, -0.52071, -1.37384], [-3.84649, 2.85957, -0.23162], [-5.12483, 2.87238, -0.78938], [-5.52691, 3.86126, -1.67763], [-4.65426, 4.88359, -2.01617], [-3.38499, 4.90901, -1.45528], [-2.99223, 3.90967, -0.57720], [-4.24819, 2.44139, 2.60665], [-3.90775, 3.74750, 2.97003], [-4.50779, 4.38973, 4.04098], [-5.47798, 3.73602, 4.79063], [-5.83077, 2.43888, 4.45773], [-5.21982, 1.80566, 3.38057], [-1.45442, 0.95672, 2.37418], [-0.96530, 2.24749, 1.27229], [-5.29369, 0.02279, 0.97826], [-3.93149, -0.52700, 1.95799], [-5.56183, -2.11037, 0.15251], [-4.26537, -2.55694, 1.26115], [-4.93743, -4.04602, -0.90994], [-3.31834, -4.06363, -0.23586], [-3.56480, -3.63516, -2.81887], [-2.46033, -2.61595, -1.92884], [-5.33525, -1.89826, -2.55648], [-3.92212, -1.23978, -3.38607], [-5.13366, -0.00739, -1.29715], [-3.42811, 0.22321, -1.68389], [-5.83344, 2.09857, -0.52061], [-6.52315, 3.83318, -2.10408], [-4.96003, 5.65563, -2.71279], [-2.69333, 5.70249, -1.71018], [-1.99060, 3.93718, -0.16705], [-3.15069, 4.27496, 2.40131], [-4.21700, 5.40223, 4.29517], [-5.94942, 4.23392, 5.63031], [-6.58013, 1.91388, 5.03923], [-5.50971, 0.78782, 3.14940], [0.21122, -3.33087, 5.31504], [0.07017, -2.02873, 5.62905], [0.66676, -1.88653, 6.84539], [-1.24066, -1.81786, 5.84947], [0.66488, -1.10200, 4.60897], [1.67287, -0.23756, 4.98875], [2.24046, 0.62069, 4.05796], [1.76746, 0.55457, 2.75924], [0.80637, -0.27978, 2.38600], [0.21382, -1.10254, 3.26742], [-1.07197, -2.08002, 2.65845], [2.01610, -0.23654, 6.01456], [3.02261, 1.31545, 4.32559], [2.16224, 1.20084, 1.98312], [-1.02413, 1.89369, -1.52345], [-0.29353, 2.50767, -1.32573], [-1.23049, 1.99795, -2.45933], [0.85684, -3.21181, -3.26501], [0.04818, -4.24930, -1.90376], [-0.04151, -5.61739, -2.13267], [-0.53315, -6.41251, -1.11625], [-0.89504, -5.81165, 0.07968], [-0.77604, -4.43759, 0.19223], [-0.32577, -3.64996, -0.79210], [0.28682, -6.02752, -3.07561], [-0.61303, -7.48370, -1.25229], [-1.26092, -6.38381, 0.91961], [-1.02686, -3.92943, 1.11557], [5.56687, 5.31798, -3.31554], [4.66627, 4.49355, -2.16672], [2.99648, 4.84013, -1.88830], [2.87345, 3.53171, -0.72327], [4.00003, 2.89683, -0.58249], [4.99132, 3.44101, -1.38769], [6.23485, 2.74865, -1.33732], [7.44528, 3.41378, -1.48708], [8.63021, 2.69471, -1.42797], [8.62058, 1.32523, -1.22542], [7.40635, 0.67027, -1.06618], [6.21574, 1.37405, -1.11429], [1.40070, 3.18209, 0.05886], [7.45819, 4.47754, -1.64946], [9.56880, 3.22250, -1.54362], [9.54915, 0.77088, -1.18678], [7.37401, -0.39769, -0.90467], [5.27115, 0.86534, -0.97845], [2.90268, -4.46011, -0.21367], [3.17434, -2.75227, 0.56746], [2.87115, -2.98591, 2.41345], [5.05442, -2.48148, 0.40979], [2.20110, -1.41911, -0.22011], [3.66670, -5.15295, 0.14887], [2.97800, -4.42064, -1.30252], [1.92897, -4.87596, 0.04440], [3.57268, -3.71174, 2.83341], [1.85802, -3.34708, 2.59739], [2.99166, -2.05001, 2.96017], [5.63425, -3.30939, 0.82671], [5.34520, -1.56955, 0.93503], [5.33442, -2.36095, -0.63917], [2.41429, -1.46774, -1.29620], [2.64439, -0.47144, 0.13961]],
  "forces_ev_per_a": [[0.1, 0.1, -0.2], [0.0, 0.0, -0.1], [0.0, 0.0, 0.0], [-0.1, -0.1, 0.4], [0.0, 0.1, 0.0], [0.0, 0.0, 0.0], [0.0, 0.0, 0.0], [0.0, 0.0, 0.0], [0.0, 0.0, 0.1], [0.0, -0.3, 0.0], [0.0, 0.0, 0.0], [0.0, 0.0, 0.0], [0.0, 0.0, 0.0], [0.0, 0.0, -0.1], [0.2, 0.1, 0.0], [0.0, -0.1, 0.0], [0.0, 0.1, -0.1], [0.1, 0.0, 0.0], [0.0, 0.0, 0.0], [0.0, -0.1, 0.0], [0.1, 0.0, 0.0], [0.0, 0.0, 0.0], [0.0, 0.0, 0.0], [0.0, 0.0, 0.0], [0.0, 0.0, 0.0], [0.0, 0.0, 0.0], [0.0, 0.0, 0.0], [0.0, 0.0, 0.0], [0.1, 0.0, 0.0], [0.0, -0.2, 0.0], [0.0, 0.0, 0.0], [0.0, 0.0, 0.0], [0.0, 0.0, 0.0], [0.0, 0.0, 0.0], [0.0, 0.0, 0.0], [0.0, 0.0, 0.0], [0.0, 0.0, 0.0], [0.0, 0.0, 0.0], [0.0, 0.0, 0.1], [0.0, 0.0, 0.0], [0.0, 0.0, 0.0], [0.0, 0.0, 0.0], [0.0, 0.0, 0.0], [0.0, 0.0, 0.0], [0.1, 0.0, 0.0], [0.0, 0.0, 0.0], [0.0, 0.0, 0.0], [0.0, 0.0, 0.0], [0.0, 0.0, 0.0], [0.0, -0.1, 0.0], [0.0, 0.0, 0.0], [0.0, 0.0, 0.0], [0.0, 0.0, 0.0], [0.0, 0.0, 0.0], [0.0, 0.0, 0.0], [0.0, 0.0, 0.0], [0.0, 0.0, 0.0], [0.0, 0.0, 0.0], [0.0, 0.0, 0.0], [0.0, 0.0, 0.0], [0.0, 0.0, 0.0], [0.0, 0.0, 0.0], [0.0, 0.0, 0.0], [-0.1, -0.1, 0.1], [0.1, 0.0, 0.0], [0.0, -0.1, 0.0], [0.1, 0.0, 0.1], [0.0, 0.2, -0.4], [-0.1, -0.1, 0.0], [0.0, 0.1, -0.2], [0.0, 0.0, 0.0], [0.0, 0.0, 0.0], [0.0, 0.0, 0.0], [-0.2, -0.1, 0.0], [0.1, 0.0, 0.1], [0.0, 0.0, 0.0], [0.0, 0.0, 0.0], [0.1, 0.0, -0.1], [0.0, 0.0, 0.0], [0.0, 0.1, 0.0], [0.1, 0.0, -0.1], [-0.1, 0.0, 0.1], [-0.1, 0.1, -0.1], [0.0, 0.0, 0.0], [0.0, 0.0, 0.0], [0.0, 0.0, 0.0], [0.0, 0.0, 0.0], [0.1, 0.0, 0.1], [0.0, -0.1, -0.3], [0.0, 0.0, 0.1], [0.0, -0.1, 0.0], [-0.1, 0.1, 0.1], [0.0, 0.1, 0.1], [0.1, 0.0, -0.1], [0.0, 0.0, 0.1], [0.0, 0.1, 0.0], [-0.1, -0.1, 0.0], [0.0, 0.0, 0.0], [-0.1, 0.0, -0.1], [0.1, 0.0, 0.1], [0.0, 0.1, 0.0], [0.0, 0.0, 0.0], [0.0, 0.0, 0.0], [0.0, -0.1, 0.0], [0.0, 0.0, 0.0], [0.1, 0.1, 0.0], [0.0, 0.0, 0.0], [0.0, 0.0, -0.1], [0.0, 0.0, 0.0], [0.0, -0.1, 0.2], [0.0, 0.0, 0.0], [0.0, 0.0, 0.0], [0.0, 0.0, 0.0], [0.0, 0.0, 0.0], [-0.1, 0.0, 0.0], [0.0, 0.1, 0.0], [0.0, -0.1, 0.0], [0.0, 0.1, 0.0], [0.0, 0.0, -0.1], [0.0, 0.0, 0.0], [0.0, 0.1, 0.0]]
}